Record 1
104
Properties=species:S:1:pos:R:3:forces:R:3:lowdin_spin:R:1 method="wB97M-V/def2-TZVPD" spin_multiplicity=2 total_charge=+1 e_above_lowest_kj_mol=152.09 homo_lumo_gap_ev="5.73 / 6.19" homo_energy_ev="-9.936 / -10.158"
Re -1.26854 0.38362 -0.01449 -1.05 -4.58 0.92 0.738
Se -5.54834 2.59711 -0.07434 -0.55 0.12 0.04 0.099
As 4.40677 5.27394 -0.51478 -0.08 -0.07 0.25 0.000
As -0.29548 2.64818 -0.38799 0.07 1.52 0.27 -0.001
As 1.36413 -0.07050 0.73836 0.90 1.00 0.62 -0.007
S -1.24495 -3.21347 0.93724 -0.18 -0.47 -0.42 0.001
S 0.46868 -0.32684 -2.66903 0.37 1.37 -0.09 0.008
O 1.14599 0.70868 -1.90466 0.16 -0.11 -0.43 -0.001
O -0.70961 -3.38142 -0.38403 0.22 -0.05 0.16 0.001
O -2.64620 -3.49125 1.13153 0.41 -0.29 0.36 0.001
O 1.10720 -1.60052 -2.69550 -0.13 -0.57 -0.20 0.004
N -2.93078 1.36139 -0.15931 0.24 0.92 -0.24 0.005
N -1.03836 -0.34974 -2.00491 1.53 1.24 0.90 0.073
N -0.92483 -1.65768 1.32129 0.76 0.98 -2.00 -0.004
N -1.66835 0.30560 2.11754 0.21 -0.89 -0.26 0.003
N -3.14699 -1.22289 -0.48366 1.11 1.03 0.53 -0.010
C -2.54080 -0.82882 4.48768 0.03 0.35 -0.05 0.001
C 2.89223 1.17543 0.29711 -0.42 -0.21 -0.15 -0.001
C -2.48001 -2.96033 -4.17180 -0.48 -0.37 0.10 -0.002
C -2.23558 1.06339 3.06286 -0.06 0.32 0.07 0.002
C 4.78321 5.82365 1.34162 -0.05 -0.01 -0.15 0.000
C -3.79313 -2.82756 -2.16159 0.22 0.36 0.16 -0.001
C 0.76293 1.52845 -6.80586 -0.01 -0.07 -0.03 0.000
C 1.45629 -4.82175 3.53077 -0.12 0.02 -0.07 0.000
C 1.71191 -0.19675 2.70217 -0.48 0.05 -0.31 -0.003
C 0.85167 -3.93491 2.65259 0.20 0.21 -0.04 0.000
C -1.03659 3.68062 -1.87668 -0.11 -0.35 -0.14 0.004
C 2.68157 2.69897 0.30339 -0.31 0.08 0.13 0.000
C 0.84302 -6.02593 3.85553 -0.06 0.05 -0.04 0.000
C -1.97040 -1.62291 3.52978 0.10 0.08 -0.38 -0.001
C 1.48706 -7.00996 4.77572 0.06 -0.06 -0.02 0.000
C -0.92881 3.89605 1.01169 0.05 -0.29 -0.07 -0.002
C -5.09498 -2.55263 -0.16285 0.00 -0.12 -0.29 -0.004
C 2.16111 -1.72300 0.10709 -0.24 -0.35 -0.30 0.000
C -0.32846 1.42309 -4.66890 -0.18 0.03 0.06 0.000
C 2.30757 3.18550 1.69952 0.07 -0.10 -0.25 0.000
C -3.52439 -3.41714 -3.41038 0.21 0.02 -0.19 0.023
C 3.99681 3.32023 -0.20493 -0.03 0.09 -0.21 0.000
C 2.69207 6.26523 -0.66556 0.13 -0.12 0.04 0.000
C -4.01657 1.82914 -0.12052 0.61 0.22 -0.07 0.040
C -0.99932 -5.44831 2.41387 -0.18 -0.15 0.00 0.000
C -0.17514 2.02343 -5.91069 -0.05 -0.07 0.10 0.000
C -2.95053 -1.79168 -1.68263 0.31 -0.29 -1.07 0.002
C 1.59177 3.13122 -0.67307 -0.13 -0.11 -0.19 -0.002
C -4.17107 -1.58395 0.24756 -0.18 0.44 0.14 0.007
C -1.66788 -1.91711 -3.72911 -0.20 0.38 0.62 0.024
C -2.66310 0.54730 4.26170 -0.04 -0.12 -0.01 0.001
C -0.39178 -6.32681 3.28789 0.07 0.16 -0.07 0.000
C 1.52974 0.42055 -6.47707 -0.05 0.03 0.08 0.000
C -0.36780 -4.26054 2.09364 -0.31 0.54 -0.23 0.000
C 0.45999 0.33613 -4.34088 -0.07 -0.15 0.39 0.001
C -1.86090 -1.33151 -2.48477 -1.13 -1.60 -1.06 -0.008
C 1.38181 -0.17917 -5.23568 0.01 -0.21 0.05 0.000
C -1.52564 -1.02889 2.33230 -0.81 0.58 1.90 0.000
C -4.88495 -3.19766 -1.35111 0.00 0.23 0.20 0.007
H 0.93575 -0.76171 3.21529 -0.02 -0.04 -0.05 0.000
H -1.06869 1.76494 -3.95954 -0.08 0.10 -0.03 0.000
H 1.37737 2.69634 2.00741 0.12 0.14 0.19 0.000
H -2.36477 2.10843 2.81516 0.02 0.02 0.03 0.000
H 1.94959 -1.05367 -4.95685 0.13 -0.04 -0.02 0.000
H 1.36076 -2.43825 -0.08773 0.15 0.01 -0.04 0.000
H 0.75887 -7.40891 5.47871 0.03 -0.04 0.09 0.000
H -1.87351 -2.68921 3.64373 -0.01 -0.11 0.12 0.000
H 2.31471 -6.56878 5.32391 0.04 0.00 0.07 0.000
H -0.79350 2.86539 -6.18841 -0.03 0.03 0.03 0.000
H 1.82817 2.76626 -1.67650 -0.13 0.17 0.14 0.000
H 1.74547 0.80103 3.13715 -0.02 0.00 -0.09 0.000
H -4.28161 -1.09137 1.20526 0.00 0.03 0.07 0.000
H -2.27419 -3.41008 -5.13075 -0.01 -0.03 -0.10 -0.001
H 3.21252 0.86185 -0.70078 -0.09 -0.02 0.16 0.000
H 1.87061 -7.84240 4.18744 0.08 -0.12 0.05 0.000
H 2.95544 7.32147 -0.72126 0.09 -0.01 0.02 0.000
H -2.89976 -1.25787 5.41029 -0.02 -0.06 0.09 0.000
H 3.09177 2.95972 2.41783 0.05 -0.05 0.15 0.000
H -0.69469 3.52817 2.00804 0.04 0.01 0.00 0.000
H -0.87843 -1.55747 -4.36993 -0.09 -0.22 -0.08 0.001
H -0.87717 -7.25557 3.54061 -0.11 -0.14 0.03 0.000
H 2.04372 6.12916 0.19906 -0.05 -0.03 0.03 0.000
H 2.41211 -4.58006 3.97259 0.07 0.07 0.03 0.000
H 4.82282 2.99754 0.43647 0.02 0.05 0.04 0.000
H -1.96540 -5.65417 1.98286 -0.12 -0.13 -0.01 0.000
H 2.15711 6.01731 -1.58118 0.04 -0.02 -0.02 0.000
H 5.54084 5.17477 1.77618 0.03 -0.04 -0.02 0.000
H -3.11025 1.18894 5.00177 -0.05 0.12 0.02 0.000
H -0.45071 3.49249 -2.77397 -0.01 -0.01 0.00 0.000
H -2.01500 3.96828 0.91380 0.07 -0.01 -0.05 0.000
H 1.32248 -2.99180 2.41372 0.04 0.02 0.00 0.000
H -2.07248 3.37648 -2.04239 0.09 0.06 0.00 0.000
H 2.23958 0.01867 -7.18421 0.06 -0.01 -0.04 0.000
H -1.00437 4.75188 -1.64791 0.07 -0.30 0.14 0.000
H -4.15675 -4.22445 -3.74535 -0.05 -0.08 -0.11 0.001
H 3.89352 5.80793 1.96608 -0.06 -0.02 0.06 0.000
H 4.19132 2.87188 -1.18441 0.07 0.05 0.02 0.000
H 2.67216 -0.68495 2.88300 -0.04 0.04 -0.26 0.000
H -5.55026 -3.97933 -1.68996 -0.06 -0.04 -0.01 0.000
H 1.55475 4.22296 -0.68828 -0.13 -0.21 -0.02 0.000
H -0.49390 4.89296 0.88431 0.01 -0.23 -0.09 0.000
H 3.69694 0.93304 1.00039 -0.17 -0.12 0.03 0.000
H -5.93433 -2.79756 0.46774 -0.02 0.00 0.10 0.000
H 2.86477 -2.14407 0.82992 -0.13 0.31 0.09 0.000
H 2.15649 4.26291 1.68387 -0.10 0.08 0.12 0.000
H 0.88035 1.99213 -7.77421 0.00 0.05 -0.05 0.000
H 5.17945 6.83796 1.32269 -0.01 0.01 -0.01 0.000
H 2.67707 -1.54446 -0.83530 -0.09 0.10 0.10 0.000

Record 2
136
Properties=species:S:1:pos:R:3:forces:R:3:lowdin_charge:R:1 method="wB97M-V/def2-TZVPD" total_charge=-1 homo_lumo_gap_ev=4.26 homo_energy_ev=-2.797
F 3.11520 -0.13150 0.02113 0.99 0.51 1.28 0.147
F -4.54339 -6.87602 -6.93668 0.65 0.74 -0.49 0.136
F -6.78520 0.78330 -11.75309 -0.39 -0.03 1.43 0.138
F 3.63799 2.67179 -3.40255 -4.48 1.63 -0.93 -0.020
F 1.67282 2.72711 -4.94637 2.49 1.31 4.27 0.002
F -0.98463 4.34298 6.38843 0.56 -1.09 0.32 0.146
F 6.89309 -1.81995 5.38507 0.43 -1.15 0.36 0.140
F -7.75253 2.32301 -10.55213 0.37 -1.09 0.30 0.136
F 6.46559 0.57504 9.91066 -0.57 0.34 1.07 0.138
F -0.76448 -3.24460 -2.80952 -1.00 -1.33 0.92 0.120
F 5.95062 -3.77312 5.15244 1.09 0.24 0.57 0.144
F 1.86185 4.40342 -3.23565 1.70 -3.76 -1.14 -0.021
F -3.15503 5.56590 -2.81142 -1.96 -0.27 0.02 0.155
F -2.89861 -2.85636 -3.01817 0.44 -1.23 1.02 0.127
F 6.44081 -0.34481 11.88816 -0.57 0.91 -0.32 0.137
F 7.86042 -3.35966 4.18411 -0.35 -0.04 1.51 0.141
F -1.92039 -2.55815 -1.09199 -0.23 -1.22 -0.51 0.140
F -3.93589 4.47591 -4.52925 -1.89 1.17 0.99 0.149
F 2.62791 0.47577 2.05822 1.21 0.08 -0.51 0.130
F 7.24645 1.66504 11.62848 -1.39 -0.55 -0.22 0.140
F 4.04654 -1.14232 1.71468 0.12 1.09 -0.17 0.135
F -3.96066 3.55605 -2.55175 -10.37 3.87 0.58 0.003
F -8.69500 0.36984 -10.78476 0.97 0.23 0.50 0.137
F -3.46124 -7.02968 -8.82383 -0.11 1.04 0.91 0.133
F -1.93412 2.50398 7.07678 1.22 0.26 -0.15 0.140
F -0.52399 3.55043 8.36723 0.24 -0.57 -1.24 0.132
F -5.05674 -5.56230 -8.60038 1.03 -0.16 0.60 0.136
O 7.28571 -3.18281 7.71474 0.28 -0.48 -1.91 0.010
O -3.63654 -4.07279 -6.81061 0.20 -2.30 -1.06 0.011
O 5.91991 0.52891 0.64866 -1.81 0.27 0.58 0.013
O -3.20333 1.10930 -3.01859 2.65 2.69 0.10 -0.011
O 4.59927 2.35992 12.22917 1.21 -2.26 -1.65 0.141
O 0.00182 1.78859 5.29373 -0.07 1.39 1.94 0.019
O -6.50529 4.59336 -3.62189 1.65 0.50 0.81 0.013
O -5.80221 6.26078 -2.21074 1.09 -2.21 -1.65 0.141
O -3.33757 -5.40412 -1.93768 2.37 1.75 0.17 0.137
O -7.35991 0.96015 -8.22245 0.14 -0.47 -2.16 0.005
O -1.16579 -5.40701 -1.19649 -1.19 1.25 -0.66 0.012
O 4.74186 2.25573 1.59538 -0.33 -2.90 -0.70 0.138
O -1.77425 -5.20270 -7.53252 -2.97 -0.43 -0.09 0.139
O 3.89618 0.69249 10.81802 1.93 0.47 0.87 0.011
O -5.80525 -0.28940 -9.35721 -2.42 1.86 -0.65 0.143
O 1.56824 2.15157 -1.14923 -0.34 1.67 -1.16 -0.117
O -2.27632 3.36076 -3.55444 2.41 -7.74 3.74 -0.052
O 1.52678 2.28908 6.93386 -2.82 0.57 -0.66 0.129
O -2.16677 0.66998 -5.24304 -1.32 -0.78 9.12 -0.045
O 8.84037 -4.43236 6.57999 -2.33 1.84 -0.55 0.140
N 0.31037 -0.02633 -4.06172 0.19 0.07 2.73 -0.159
C -5.55005 5.31000 -2.94762 -2.75 1.30 1.03 -0.301
C -6.79525 0.51695 -6.97909 0.56 -0.13 0.84 -0.209
C 2.17050 2.97796 -3.55046 -1.66 -0.73 -0.36 -0.179
C 1.23018 1.98783 -2.58420 -0.22 0.69 -0.54 -0.210
C -1.20433 -7.73212 -1.89896 -0.11 0.07 -0.39 -0.067
C -6.76661 0.47634 -9.36027 1.83 -1.47 2.61 -0.326
C 1.16918 -0.34056 5.22246 -0.06 -0.08 0.40 -0.056
C 7.15450 -3.15790 5.33270 -1.11 0.99 -2.34 -0.471
C -4.00494 -6.13699 -7.94873 -1.52 -1.51 -1.03 -0.473
C -5.54479 1.30862 -6.64607 0.19 0.08 -0.26 -0.052
C 2.21568 2.31784 10.15830 0.35 0.21 -0.13 -0.060
C -2.31453 -2.09888 -7.31764 0.15 -0.07 -0.34 -0.046
C -2.99617 -5.11112 -7.43710 2.39 2.28 1.28 -0.329
C -0.93190 -0.46822 -3.32126 0.75 0.08 -1.21 -0.233
C -7.86459 5.01030 -3.42261 -0.67 0.28 0.02 -0.213
C 7.87901 -3.66662 6.57692 1.73 -1.44 2.43 -0.322
C -7.49112 0.98506 -10.60450 -0.88 0.92 -2.12 -0.472
C -0.75293 3.18660 7.07359 -1.98 1.30 1.02 -0.467
C -1.33211 -6.75881 -0.74240 -0.05 -0.68 0.12 -0.215
C 4.85143 1.40913 11.49229 -2.99 1.43 0.89 -0.324
C 7.80191 1.51186 1.82893 -0.17 -0.02 0.38 -0.068
C 7.85037 -3.62601 8.95811 0.37 -0.15 0.70 -0.210
C -2.79130 -3.05957 -6.24476 0.65 1.00 0.25 -0.209
C -2.17101 0.49289 -3.89277 1.44 -0.26 -7.75 -0.192
C -8.18580 6.21871 -4.28160 0.26 0.30 -0.11 -0.067
C -4.15983 4.73469 -3.20862 3.10 0.28 -2.36 -0.414
C 0.39318 2.37968 6.46769 2.63 -1.64 -1.41 -0.315
C 1.00791 1.03397 4.60122 0.64 -0.60 -0.52 -0.213
C -1.96497 -3.38397 -2.17660 0.74 2.72 -0.97 -0.473
C 2.53689 1.10944 11.01730 -0.86 0.40 0.04 -0.207
C 1.40404 0.44426 -3.12971 0.20 -0.68 -0.88 -0.278
C -2.72564 2.46272 -2.65686 5.58 2.29 -3.44 -0.340
C 7.05854 1.39267 0.51193 0.58 0.44 -0.02 -0.210
C 9.10083 -2.83434 9.29113 0.26 0.16 -0.28 -0.063
C -2.67401 2.91380 -1.04979 1.21 -1.35 0.72 0.029
C 3.65626 0.08140 1.25493 -2.15 -1.71 -0.59 -0.464
C 6.24165 0.83382 11.23129 2.42 -0.66 -0.60 -0.472
C -2.26149 -4.83005 -1.78577 -1.11 -2.86 0.77 -0.315
C 4.80277 1.08916 1.21330 2.07 2.54 -0.10 -0.316
H -1.25363 -8.76538 -1.54345 0.02 0.14 0.01 0.080
H 2.41165 0.44007 -3.76878 -2.11 -0.03 1.36 0.111
H -6.59928 -0.56117 -7.00290 0.01 0.21 -0.25 0.125
H -1.57547 2.84991 -0.64237 -2.12 -0.33 -0.80 0.097
H -5.75629 2.38275 -6.64980 -0.07 -0.13 0.14 0.082
H -8.06132 5.20215 -2.36158 0.27 0.04 -0.17 0.125
H 0.66885 0.92881 3.56545 -0.19 0.25 0.33 0.123
H 2.34015 1.30128 12.07833 0.29 0.01 -0.15 0.125
H 6.75903 2.37312 0.12422 -0.16 -0.23 0.18 0.128
H 7.09303 -3.45367 9.72984 -0.08 0.09 -0.42 0.125
H -0.84558 -0.46354 -2.15398 -0.48 0.05 -1.85 0.110
H 1.61411 -0.29341 -2.22251 -0.45 1.68 -1.24 0.102
H -5.15714 1.02584 -5.66311 0.01 0.04 -0.15 0.079
H 8.04634 -4.70413 8.93429 0.01 0.22 -0.25 0.126
H 1.43623 3.11647 -0.85770 0.19 -2.04 -1.01 0.112
H 8.07175 0.52172 2.21014 0.06 0.10 -0.16 0.080
H 0.20726 -0.86194 5.25969 0.11 0.06 -0.17 0.084
H -0.25673 -7.58188 -2.42621 -0.05 -0.06 0.20 0.085
H 7.17943 1.98700 2.59432 0.09 0.03 -0.20 0.075
H 9.88771 -3.00469 8.54892 -0.13 -0.10 0.15 0.077
H 1.87899 -0.94417 4.64950 -0.12 0.14 0.01 0.081
H -8.50097 4.17082 -3.72114 0.43 -0.04 0.00 0.125
H -4.75791 1.13827 -7.38827 -0.09 -0.10 0.24 0.082
H -1.95296 -3.51067 -5.70162 -0.16 -0.09 -0.25 0.122
H -2.00255 -7.58252 -2.63349 0.05 -0.05 0.21 0.077
H 9.48848 -3.11712 10.27409 -0.11 0.02 -0.11 0.083
H 2.44034 2.11368 9.10647 -0.20 -0.04 0.22 0.064
H 8.71191 2.10661 1.70808 -0.11 -0.09 -0.05 0.080
H -7.55259 0.68929 -6.20736 -0.12 0.07 -0.42 0.122
H -3.16504 -1.67716 -7.86290 0.01 0.03 0.20 0.078
H -1.68638 -2.60842 -8.05579 -0.02 0.01 0.19 0.076
H -9.24136 6.49031 -4.18957 0.12 -0.09 0.00 0.081
H -2.99888 4.03651 -0.98850 1.10 -2.55 0.36 0.100
H 2.82025 3.18332 10.44901 -0.16 -0.14 0.10 0.082
H -2.28538 -6.87769 -0.21472 0.07 0.19 -0.25 0.124
H 1.90051 0.26995 10.71877 0.44 -0.04 -0.01 0.126
H -7.58122 7.08418 -3.99090 -0.15 -0.15 0.07 0.077
H 1.53121 -0.27001 6.25349 0.06 0.04 -0.19 0.073
H -3.39516 -2.51624 -5.51060 -0.11 -0.33 -0.24 0.117
H 1.16012 2.58944 10.25034 0.14 -0.10 -0.02 0.079
H -1.19385 -1.56067 -3.72585 0.12 3.02 0.86 0.086
H -3.41228 2.20735 -0.45535 1.64 1.55 -1.02 0.106
H -1.73433 -1.28283 -6.87734 -0.13 -0.09 0.09 0.077
H 7.71424 0.93708 -0.23729 -0.40 -0.17 0.09 0.126
H -0.53598 -6.94950 -0.01531 -0.05 0.39 -0.18 0.124
H 0.10958 2.32973 -2.78543 2.46 -0.55 0.21 0.146
H -7.96114 6.01455 -5.33344 -0.14 -0.09 0.14 0.085
H 8.88933 -1.76021 9.28740 -0.08 -0.16 0.13 0.080
H 1.95671 1.58207 4.57539 -0.26 -0.01 0.19 0.127